[1]
Density functional theory data (ωB97M-V with the def2-TZVPD basis set) for a cluster of 2 separate species, C2H2BrClO2 in total at a distorted geometry.

ORCA input file:
```
! wB97M-V def2-TZVPD RIJCOSX def2/J DEFGRID3
* xyz 0 1
C -1.2903 0.9360 -2.0616
C 0.9740 0.4475 -0.0909
O -0.8582 2.0016 -2.1340
O -1.7694 -0.1274 -2.0421
Cl 0.8977 -0.4239 -3.5415
Br 1.5329 -0.9352 -1.1463
H -0.0489 0.3302 0.2820
H 1.2363 1.4190 -0.3328
*
```

Properties
* highest occupied orbital energy (spin up / spin down): -9.89 / -9.90 eV
* Kohn-Sham gap (spin up / spin down): 8.34 / 7.61 eV
* energy above the lowest of the compared OMol25 structures with the same formula, charge and spin: 81.6 kJ/mol

Population analysis type Löwdin, resulting atomic charges in e: C -0.559; C -0.432; O 0.181; O 0.139; Cl -0.077; Br 0.756; H 0.009; H -0.018



[2]
Density functional theory data (ωB97M-V with the def2-TZVPD basis set) for an isolated molecule of C3H8O.

ORCA input file:
```
! wB97M-V def2-TZVPD RIJCOSX def2/J DEFGRID3
* xyz 0 1
C -1.5485 0.1577 -0.0540
C -0.1940 -0.5292 -0.2209
C 0.9602 0.3333 0.2812
O 2.1688 -0.3995 0.3977
H -1.6950 0.4820 0.9836
H -2.3707 -0.5194 -0.3066
H -1.6385 1.0440 -0.6933
H -0.1754 -1.4671 0.3461
H -0.0275 -0.7948 -1.2734
H 0.7193 0.7082 1.2842
H 1.0905 1.2141 -0.3658
H 2.7107 -0.2293 -0.3788
*
```

Properties
* highest occupied orbital energy: -10.25 eV
* Kohn-Sham gap: 11.29 eV
* SMILES string: CCCO
* energy above the lowest of the compared OMol25 structures with the same formula, charge and spin: 19.3 kJ/mol

Population analysis type Löwdin, resulting atomic charges in e: C -0.121; C -0.257; C -0.298; O -0.072; H 0.071; H 0.069; H 0.072; H 0.110; H 0.108; H 0.116; H 0.121; H 0.082



[3]
Density functional theory data (ωB97M-V with the def2-TZVPD basis set) for a structure of composition C34H29N3O2RuS at a distorted geometry.

ORCA input file:
```
! wB97M-V def2-TZVPD RIJCOSX def2/J DEFGRID3
* xyz 1 2
Ru 0.5311 1.2978 -1.1378
C -2.3760 0.5113 -2.0465
O -1.5962 0.6705 -0.8660
C -1.5976 -0.2385 0.1637
C -1.9270 -1.6754 -0.0988
C -1.9927 -2.4813 1.1504
C -1.5613 -2.0184 2.3504
C -1.0811 -0.7167 2.4994
C -1.0752 0.1712 1.4032
N -0.4976 1.3891 1.6623
N -0.1987 2.1525 0.6978
C 0.3038 3.4111 0.7470
C 0.4570 3.9670 -0.5695
O 0.2733 3.2151 -1.5974
C 0.8065 5.3397 -0.6897
C 1.0189 6.0969 0.4219
C 0.8836 5.5725 1.7333
C 1.0633 6.3835 2.8659
C 0.9210 5.8676 4.1303
C 0.6119 4.5139 4.3016
C 0.4281 3.6940 3.2152
C 0.5339 4.2048 1.9116
H -2.5305 -0.5309 -2.3256
H -1.8458 1.0344 -2.8547
H -3.3457 0.9955 -1.8984
H -2.8823 -1.7615 -0.6280
H -2.3674 -3.4855 1.0439
H -1.5923 -2.6668 3.2110
H -0.7113 -0.3561 3.4430
H 0.9190 5.7506 -1.6808
H 1.3141 7.1304 0.3224
H 1.3025 7.4288 2.7197
H 1.0553 6.5039 4.9928
H 0.5207 4.1113 5.2976
H 0.2006 2.6489 3.3519
C -2.8447 -5.5319 -1.2044
C -2.0452 -4.4992 -2.0210
C -1.3273 -5.2374 -3.1699
C -3.0524 -3.5380 -2.6573
C -0.9864 -3.8289 -1.1532
C -0.1453 -4.6351 -0.4413
C 0.9521 -4.1815 0.3068
C 1.2837 -2.8400 0.2313
S 2.7104 -2.0621 0.8615
C 2.2249 -0.6064 0.0647
N 1.0575 -0.6950 -0.5941
C 0.5252 -1.9298 -0.5134
C -0.8073 -2.3292 -1.0705
C 3.0077 0.5850 -0.0478
C 4.2139 0.8006 0.6217
C 4.9229 1.9582 0.3673
C 4.4513 2.8910 -0.5492
C 3.2585 2.6761 -1.2269
C 2.5087 1.5425 -0.9664
H -3.5679 -6.0252 -1.8478
H -3.3852 -5.0529 -0.3924
H -2.2124 -6.3049 -0.7820
H -2.0492 -5.8119 -3.7459
H -0.5742 -5.9244 -2.7979
H -0.8457 -4.5296 -3.8398
H -3.7174 -4.1023 -3.3075
H -2.5629 -2.7880 -3.2753
H -3.6733 -3.0541 -1.9069
H -0.2975 -5.6999 -0.4762
H 1.5570 -4.8753 0.8651
H -0.9127 -1.8804 -2.0637
H 4.5733 0.0656 1.3310
H 5.8691 2.1230 0.8603
H 5.0055 3.7950 -0.7410
H 2.9193 3.3952 -1.9609
*
```

Properties
* highest occupied orbital energy (spin up / spin down): -9.69 / -9.54 eV
* Kohn-Sham gap (spin up / spin down): 4.58 / 4.46 eV
* energy above the lowest of the compared OMol25 structures with the same formula, charge and spin: 439.5 kJ/mol

Population analysis type Löwdin, resulting atomic charges in e: Ru 1.162; C -0.023; O -0.212; C -0.156; C -0.145; C -0.026; C -0.063; C 0.024; C -0.212; N 0.082; N -0.011; C -0.135; C -0.343; O -0.175; C 0.010; C 0.005; C -0.166; C -0.025; C -0.071; C -0.064; C -0.020; C -0.089; H 0.068; H 0.103; H 0.113; H 0.134; H 0.108; H 0.117; H 0.119; H 0.121; H 0.121; H 0.116; H 0.106; H 0.105; H 0.084; C -0.029; C -0.533; C -0.022; C -0.041; C -0.093; C -0.022; C 0.026; C -0.437; S 1.182; C -0.467; N -0.005; C -0.200; C -0.079; C -0.258; C -0.036; C -0.065; C -0.043; C -0.087; C -0.184; H 0.096; H 0.085; H 0.080; H 0.096; H 0.086; H 0.094; H 0.099; H 0.084; H 0.081; H 0.118; H 0.130; H 0.153; H 0.104; H 0.109; H 0.111; H 0.103



[4]
Density functional theory data (ωB97M-V with the def2-TZVPD basis set) for a structure of composition C57H47OP2PtSSe at a distorted geometry.

ORCA input file:
```
! wB97M-V def2-TZVPD RIJCOSX def2/J DEFGRID3
* xyz 1 1
Pt -0.2388 0.4604 -0.3023
O -3.4543 1.6547 -0.7432
S -2.6814 0.4190 -0.7244
C -3.5280 -0.7930 -1.7754
C -4.8826 -0.6069 -1.9098
C -5.6976 -1.4750 -2.6488
C -5.0965 -2.5315 -3.2779
C -5.6653 -3.6285 -4.1272
C -4.4457 -4.4683 -4.5696
C -3.2701 -3.8099 -3.9183
C -1.9373 -4.1099 -3.9447
C -1.0731 -3.3153 -3.1880
C -1.4773 -2.2305 -2.4256
P -0.0686 -1.4116 -1.5961
C 0.7867 -2.7322 -0.6914
C 2.0901 -2.4613 -0.2801
C 2.7334 -3.3073 0.6004
C 2.0776 -4.4303 1.0813
C 0.7820 -4.7024 0.6807
C 0.1312 -3.8555 -0.2001
C 0.9679 -0.9905 -3.0204
C 0.7821 0.2898 -3.5407
C 1.5180 0.7029 -4.6342
C 2.4421 -0.1574 -5.2065
C 2.6419 -1.4212 -4.6753
C 1.9103 -1.8394 -3.5796
C -2.8504 -1.8588 -2.4185
C -3.7018 -2.6987 -3.1727
C -3.1579 -0.2770 0.8965
C -3.8819 -1.4416 0.9750
C -4.6561 -1.7949 2.0949
C -4.7519 -0.8972 3.1218
C -5.5676 -0.8864 4.3791
C -5.2293 0.4585 5.0658
C -4.1740 1.0808 4.2015
C -3.4440 2.2328 4.3262
C -2.4629 2.5055 3.3626
C -2.2636 1.7256 2.2362
P -0.7171 1.9936 1.3092
C 0.4352 1.4971 2.6331
C 0.7721 0.1415 2.6365
C 1.5934 -0.3746 3.6186
C 2.0853 0.4615 4.6097
C 1.7740 1.8124 4.5971
C 0.9487 2.3319 3.6136
C -0.5665 3.7638 1.0027
C -1.6586 4.6240 1.0228
C -1.4877 5.9541 0.6817
C -0.2394 6.4219 0.3059
C 0.8421 5.5565 0.2445
C 0.6774 4.2279 0.5796
C -3.0823 0.5850 2.0240
C -3.9637 0.2674 3.0749
H -5.3271 0.2377 -1.4010
H -6.7623 -1.3024 -2.6989
H -6.2045 -3.2180 -4.9820
H -6.3773 -4.2277 -3.5561
H -4.3360 -4.4742 -5.6550
H -4.5308 -5.5083 -4.2488
H -1.5485 -4.9311 -4.5247
H -0.0239 -3.5722 -3.1941
H 2.5863 -1.5694 -0.6434
H 3.7334 -3.0775 0.9297
H 2.5792 -5.0893 1.7717
H 0.2631 -5.5634 1.0708
H -0.8867 -4.0613 -0.4990
H 0.0698 0.9622 -3.0660
H 1.3802 1.6944 -5.0363
H 3.0231 0.1604 -6.0581
H 3.3717 -2.0864 -5.1099
H 2.0915 -2.8149 -3.1494
H -3.9109 -2.1074 0.1264
H -5.2068 -2.7218 2.0759
H -5.3011 -1.7311 5.0158
H -6.6325 -0.9726 4.1574
H -4.8852 0.3198 6.0921
H -6.1072 1.1051 5.1047
H -3.5749 2.8999 5.1632
H -1.8245 3.3661 3.5163
H 0.3842 -0.5135 1.8478
H 1.8529 -1.4249 3.6077
H 2.7141 0.0601 5.3898
H 2.1776 2.4655 5.3557
H 0.7186 3.3874 3.5958
H -2.6374 4.2520 1.2840
H -2.3345 6.6237 0.7040
H -0.1096 7.4617 0.0465
H 1.8073 5.9190 -0.0771
H 1.5034 3.5335 0.4933
C 8.6306 1.7974 0.4829
C 7.1800 1.5801 0.1965
C 6.7604 0.8832 -0.9316
C 5.4194 0.7127 -1.2303
C 5.0290 -0.0493 -2.4548
C 4.4520 1.2478 -0.3576
Se 2.6041 1.1700 -0.8673
C 4.8564 1.9172 0.8094
C 3.8647 2.5187 1.7518
C 6.2084 2.0844 1.0554
H 9.2533 1.2879 -0.2473
H 8.8847 1.4330 1.4776
H 8.8593 2.8631 0.4586
H 7.5036 0.4739 -1.6028
H 5.8844 -0.1681 -3.1134
H 4.2338 0.4701 -2.9884
H 4.6577 -1.0393 -2.1880
H 2.9345 1.9521 1.7415
H 3.6571 3.5487 1.4555
H 4.2608 2.5342 2.7641
H 6.5127 2.6400 1.9340
*
```

Properties
* highest occupied orbital energy (spin up / spin down): -9.17 / -9.17 eV
* Kohn-Sham gap (spin up / spin down): 5.16 / 5.16 eV

Atomic partial charges in e from the Löwdin method, atoms 1 to 99: Pt 0.459; O -0.411; S 0.850; C -0.305; C -0.045; C 0.015; C -0.134; C -0.090; C -0.091; C -0.140; C 0.014; C -0.065; C -0.256; P 0.902; C -0.360; C -0.115; C -0.060; C -0.068; C -0.070; C -0.079; C -0.403; C -0.155; C -0.068; C -0.071; C -0.074; C -0.096; C -0.132; C -0.072; C -0.271; C -0.050; C 0.007; C -0.138; C -0.091; C -0.091; C -0.136; C 0.012; C -0.059; C -0.272; P 0.913; C -0.368; C -0.126; C -0.064; C -0.067; C -0.074; C -0.089; C -0.350; C -0.080; C -0.066; C -0.066; C -0.061; C -0.098; C -0.143; C -0.074; H 0.124; H 0.125; H 0.128; H 0.128; H 0.128; H 0.128; H 0.124; H 0.101; H 0.042; H 0.112; H 0.108; H 0.108; H 0.104; H 0.085; H 0.112; H 0.110; H 0.112; H 0.109; H 0.108; H 0.120; H 0.126; H 0.126; H 0.125; H 0.127; H 0.121; H 0.110; H 0.065; H 0.107; H 0.108; H 0.110; H 0.113; H 0.106; H 0.109; H 0.109; H 0.112; H 0.040; C -0.047; C -0.262; C -0.011; C -0.299; C -0.083; C -0.494; Se 0.801; C -0.295; C -0.076; C -0.014